one.
Computed, not measured: a cluster of 2 separate species, C5H15N2O in total, with the ωB97M-V functional and the def2-TZVPD basis.

## Properties
HOMO-LUMO gap	10.6	eV
HOMO	-13.46	eV

```
! wB97M-V def2-TZVPD RIJCOSX def2/J DEFGRID3
* xyz 1 1
C -2.206 -1.310 -0.904
C -1.113 -0.479 -0.325
C 0.284 -1.084 -0.262
C 1.449 -0.239 0.285
C 2.705 -0.603 0.056
N 1.094 0.825 1.195
N -1.526 -0.062 1.097
H -1.833 -2.066 -1.601
H -2.776 -1.856 -0.145
H -2.945 -0.758 -1.488
H -0.965 0.473 -0.850
H 0.508 -1.331 -1.306
H 0.315 -2.080 0.208
H 3.067 -1.418 -0.547
H 3.423 0.131 0.421
H 1.170 1.725 0.746
H 1.573 0.692 2.075
H -2.447 0.365 1.039
H -0.704 0.520 1.407
H -1.515 -0.871 1.723
H 0.588 3.889 -0.923
H 1.350 2.590 -0.830
O 0.504 2.948 -1.071
*
```

two.
Computed, not measured: the ion C5H15N2O with charge +1, with the ωB97M-V functional and the def2-TZVPD basis.

## Properties
HOMO-LUMO gap	9.5	eV
HOMO	-12.73	eV
structure (SMILES)	C[C@@H](CO)NCC[NH3+]

```
! wB97M-V def2-TZVPD RIJCOSX def2/J DEFGRID3
* xyz 1 1
C 0.752 -0.137 -2.415
C 0.387 -0.370 -0.969
C 1.569 -1.234 -0.484
O 1.275 -1.460 0.868
N 0.334 0.839 -0.108
C -0.989 1.279 0.081
C -1.800 0.821 1.298
N -0.929 -0.068 2.155
H 1.682 0.262 -2.748
H -0.058 0.618 -2.715
H 0.685 -1.166 -2.911
H -0.548 -1.048 -0.938
H 1.377 -2.251 -0.857
H 2.567 -0.762 -0.739
H 2.209 -1.617 1.255
H 1.006 1.705 -0.357
H -1.487 1.061 -0.874
H -1.034 2.375 0.251
H -2.140 1.660 1.927
H -2.630 0.186 1.010
H -0.882 -0.969 1.822
H -1.329 -0.030 3.100
H -0.019 0.306 2.350
*
```

Most stable to least stable, the ends of the list are one and two.